Entry 1:
The following is a quantum chemistry calculation of one molecule with the formula C5H10O, from the Open Molecules 2025 dataset.

F_max	0.333	eV/Å

Structure (ORCA input):
```
! wB97M-V def2-TZVPD RIJCOSX def2/J DEFGRID3
* xyz 0 1
C 1.9488 -1.3607 0.3869
C 2.2838 -0.1275 0.0284
O 1.4639 0.7202 -0.6550
C 0.1502 0.9252 -0.1326
C -0.9047 -0.1892 -0.2349
C -2.3040 0.4213 -0.1193
H 1.0038 -1.7741 0.0644
H 2.6060 -1.9781 0.9830
H 3.2723 0.2964 0.2167
H -0.2106 1.7810 -0.7088
H 0.2387 1.2265 0.9203
H -0.7803 -0.9246 0.5680
H -0.8106 -0.7291 -1.1844
H -3.0826 -0.3473 -0.1594
H -2.4244 0.9617 0.8275
H -2.4926 1.1311 -0.9326
*
```



Entry 2:
The following is a quantum chemistry calculation of one molecule with the formula C5H10O, from the Open Molecules 2025 dataset.

F_max	0.342	eV/Å

Structure (ORCA input):
```
! wB97M-V def2-TZVPD RIJCOSX def2/J DEFGRID3
* xyz 0 1
C -0.8857 -0.3488 -1.6734
C 0.2659 -0.7794 -0.7690
C 0.4306 0.0486 0.5018
C -0.1495 1.4476 0.5194
C 0.6502 -0.6290 1.7856
O 1.7353 -0.0566 1.0719
H -0.7358 0.6684 -2.0443
H -1.8510 -0.3768 -1.1607
H -0.9586 -1.0021 -2.5461
H 1.2107 -0.7061 -1.3205
H 0.1514 -1.8354 -0.4995
H 0.1295 2.0105 -0.3766
H -1.2426 1.4231 0.5710
H 0.2241 1.9861 1.3935
H 0.6355 -1.7193 1.8261
H 0.3900 -0.1310 2.7207
*
```



Entry 3:
The following is a quantum chemistry calculation of one molecule with the formula C5H10O, from the Open Molecules 2025 dataset.

F_max	0.455	eV/Å

Structure (ORCA input):
```
! wB97M-V def2-TZVPD RIJCOSX def2/J DEFGRID3
* xyz 0 1
C -1.4757 1.6698 -0.0328
C -1.0667 0.3164 0.3928
C 0.1522 -2.2377 0.4251
O 0.7838 -1.1252 1.0217
C 0.3944 0.1300 0.4808
C 1.1886 0.4223 -0.8098
H -1.6449 2.1689 0.9408
H -2.4602 1.6612 -0.5130
H -0.7728 2.2956 -0.6073
H -0.9380 -2.1690 0.5198
H 0.4086 -2.3375 -0.6429
H 0.5138 -3.1260 0.9502
H 0.7141 0.8653 1.2446
H 2.2258 0.1245 -0.6355
H 1.1710 1.4850 -1.0679
H 0.8061 -0.1435 -1.6664
*
```



Entry 4:
The following is a quantum chemistry calculation of one molecule with the formula C5H10O, from the Open Molecules 2025 dataset.

F_max	1.525	eV/Å

Structure (ORCA input):
```
! wB97M-V def2-TZVPD RIJCOSX def2/J DEFGRID3
* xyz 0 1
O 0.2486 1.3166 1.7082
C 0.5986 0.1167 1.0493
C 1.1976 0.3293 -0.3755
C -0.0067 0.1667 -1.2996
C -0.8568 -0.9285 -0.6348
C -0.8516 -0.5536 0.8366
H -0.1514 1.8687 1.0327
H 1.4343 -0.2584 1.6803
H 1.6676 1.3210 -0.4412
H 1.9930 -0.3867 -0.6437
H 0.2538 -0.0802 -2.3306
H -0.5586 1.1181 -1.3174
H -1.8521 -0.9847 -1.0885
H -0.3589 -1.8976 -0.7195
H -1.6659 0.1957 0.9891
H -1.0915 -1.3430 1.5546
*
```



Entry 5:
The following is a quantum chemistry calculation of one molecule with the formula C5H10O, from the Open Molecules 2025 dataset.

F_max	2.419	eV/Å

Structure (ORCA input):
```
! wB97M-V def2-TZVPD RIJCOSX def2/J DEFGRID3
* xyz 0 1
C 0.7152 -1.2505 -0.5263
C -0.1926 -0.1490 -0.0824
C -1.6342 -0.1962 -0.5986
C -0.0838 0.4993 1.2559
C 0.5004 1.2733 0.1455
O 1.8793 1.4608 0.1148
H 0.5790 -1.4513 -1.5977
H 1.7571 -0.9381 -0.3954
H 0.5451 -2.1775 0.0227
H -2.1789 0.7442 -0.4332
H -2.1758 -0.9676 -0.0284
H -1.7327 -0.4539 -1.6609
H -0.9700 0.7978 1.8011
H 0.6850 0.0574 1.8877
H -0.0087 1.6185 -0.7175
H 2.2605 0.9179 0.8189
*
```



Entry 6:
The following is a quantum chemistry calculation of one molecule with the formula C5H10O, from the Open Molecules 2025 dataset.

F_max	0.362	eV/Å

Structure (ORCA input):
```
! wB97M-V def2-TZVPD RIJCOSX def2/J DEFGRID3
* xyz 0 1
O -2.0401 0.1347 0.6035
C -1.0387 0.1918 -0.4042
C -0.2120 -1.1069 -0.4629
C 1.0057 -0.8536 0.4342
C 1.3157 0.6359 0.2289
C -0.0550 1.3049 0.0104
H -2.6428 -0.5817 0.3690
H -1.4997 0.4023 -1.3800
H -0.8117 -1.9706 -0.1459
H 0.1100 -1.2971 -1.4939
H 1.8520 -1.5024 0.1837
H 0.7430 -1.0495 1.4795
H 1.8518 1.0748 1.0781
H 1.9410 0.7686 -0.6630
H -0.4394 1.7402 0.9386
H -0.0116 2.1080 -0.7322
*
```



Entry 7:
The following is a quantum chemistry calculation of one molecule with the formula C5H10O, from the Open Molecules 2025 dataset.

F_max	2.967	eV/Å

Structure (ORCA input):
```
! wB97M-V def2-TZVPD RIJCOSX def2/J DEFGRID3
* xyz 0 1
C -1.5487 -0.7872 -0.0374
C -0.9089 0.4527 -0.6347
C -0.0741 1.3433 0.2661
C 0.6184 0.5021 -0.7580
C 1.5516 -0.6763 -0.0992
O 1.3672 -0.8797 1.2851
H -1.8272 -1.5075 -0.8158
H -0.8489 -1.2798 0.6432
H -2.4548 -0.5357 0.5255
H -1.5572 0.9299 -1.3875
H -0.0951 2.4266 0.3546
H 0.0552 0.9327 1.3511
H 1.1197 0.8863 -1.6586
H 1.2989 -1.5822 -0.6704
H 2.5944 -0.3721 -0.3082
H 0.8292 -0.0906 1.6663
*
```



Entry 8:
The following is a quantum chemistry calculation of C5H10O as an isolated structure, from the Open Molecules 2025 dataset.

F_max	1.056	eV/Å

Structure (ORCA input):
```
! wB97M-V def2-TZVPD RIJCOSX def2/J DEFGRID3
* xyz 0 1
C 0.4128 1.3403 0.5488
C 0.3869 -0.0613 -0.0665
C 1.3149 -1.0072 0.7025
C -1.0287 -0.5907 -0.1466
C -1.8140 0.4110 -1.7316
O -1.0042 0.4313 -2.5854
H 1.4328 1.7386 0.5876
H 0.0222 1.3210 1.5746
H -0.1959 2.0479 -0.0278
H 0.7628 0.0102 -1.0989
H 1.3316 -2.0032 0.2466
H 2.3430 -0.6242 0.7193
H 0.9811 -1.1204 1.7416
H -1.0940 -1.6165 -0.5298
H -1.5549 -0.5331 0.8197
H -2.2965 0.2563 -0.7541
*
```



ΔE to the lowest compared entry with this formula, charge and spin / eV: 1.408 1.183 4.221 0.714 2.178 0.149 2.008 4.103